*P*
This record from OMol25 describes a structure of composition C31H23GeN4RhS2. The level of theory is ωB97M-V with the def2-TZVPD basis set.

## Properties
Frontier orbital gap (alpha / beta)   7.07 / 5.87 eV
Spin multiplicity   2
Charge   +1
<S²>   0.7719
E_HOMO (alpha / beta)   -11.10 / -11.68 eV
LUMO (alpha / beta)   -4.0 / -5.8 eV

The geometry in XYZ format:
```
62
Properties=species:S:1:pos:R:3:mulliken_spin:R:1
Rh -0.129 -0.590 -1.879 0.1514
N 1.988 -0.383 -2.233 -0.0104
C 2.373 1.001 -2.086 0.0075
C 3.640 1.413 -1.819 0.0010
C 3.936 2.796 -1.757 -0.0021
C 2.960 3.723 -1.958 0.0014
C 1.620 3.311 -2.170 -0.0035
C 0.538 4.213 -2.267 0.0087
C -0.737 3.733 -2.371 0.0004
C -0.943 2.345 -2.381 0.0131
N 0.041 1.467 -2.322 -0.0201
C 1.327 1.941 -2.218 -0.0028
H 1.854 -0.578 -3.227 0.0004
H 2.708 -1.014 -1.896 0.0016
H 4.435 0.688 -1.690 0.0000
H 4.954 3.106 -1.562 -0.0001
H 3.182 4.782 -1.916 0.0000
H 0.729 5.278 -2.234 0.0002
H -1.589 4.393 -2.439 0.0001
H -1.946 1.946 -2.468 -0.0057
S -2.294 -0.766 -2.509 0.2389
C -2.723 -2.354 -2.121 0.0999
C -4.106 -2.721 -2.168 -0.0040
N -5.225 -2.981 -2.193 0.0557
C -1.748 -3.309 -1.847 0.0255
S -0.124 -2.888 -1.865 0.3803
C -2.112 -4.676 -1.611 0.0085
N -2.381 -5.775 -1.415 0.0134
C -4.369 0.799 2.553 0.0003
C -4.275 0.919 1.176 0.0031
C -3.107 0.547 0.522 0.0025
C -2.020 0.046 1.231 0.0018
C -2.125 -0.053 2.624 -0.0028
C -3.288 0.318 3.279 -0.0004
Ge -0.301 -0.510 0.546 -0.0577
C 1.036 0.729 1.181 0.0105
C 0.818 2.104 1.080 0.0078
C 1.712 3.008 1.629 -0.0023
C 2.850 2.550 2.281 0.0035
C 3.080 1.189 2.397 -0.0003
C 2.177 0.284 1.853 0.0086
C 0.110 -2.317 1.075 0.0205
C -0.907 -3.135 1.570 0.0212
C -0.660 -4.467 1.874 0.0037
C 0.608 -4.998 1.692 0.0117
C 1.634 -4.196 1.207 -0.0055
C 1.382 -2.870 0.895 0.0123
H -5.280 1.082 3.063 0.0001
H -5.115 1.296 0.607 0.0003
H -3.059 0.652 -0.552 0.0057
H -1.291 -0.425 3.211 -0.0001
H -3.351 0.230 4.356 0.0000
H -0.092 2.474 0.616 -0.0021
H 1.518 4.071 1.566 0.0001
H 3.546 3.256 2.716 0.0000
H 3.949 0.829 2.933 0.0002
H 2.349 -0.776 1.989 -0.0018
H -1.905 -2.734 1.713 0.0027
H -1.461 -5.094 2.244 0.0001
H 0.797 -6.037 1.924 0.0000
H 2.624 -4.611 1.065 0.0004
H 2.190 -2.260 0.501 -0.0032
```



*Q*
This record from OMol25 describes a structure of composition C31H23GeN4RhS2. The level of theory is ωB97M-V with the def2-TZVPD basis set.

## Properties
Frontier orbital gap (alpha / beta)   6.50 / 6.06 eV
Spin multiplicity   2
Charge   +1
<S²>   0.7730
E_HOMO (alpha / beta)   -11.35 / -11.57 eV
LUMO (alpha / beta)   -4.9 / -5.5 eV

The geometry in XYZ format:
```
62
Properties=species:S:1:pos:R:3:mulliken_spin:R:1
Rh 0.235 0.028 -0.299 0.3572
N 2.416 -0.268 -0.845 0.0121
C 2.912 -1.543 -0.398 0.0015
C 4.223 -1.797 -0.140 0.0011
C 4.630 -3.107 0.220 0.0012
C 3.728 -4.127 0.277 -0.0003
C 2.350 -3.872 0.048 0.0060
C 1.339 -4.859 0.103 -0.0047
C 0.033 -4.504 -0.086 0.0065
C -0.285 -3.146 -0.269 -0.0294
N 0.630 -2.203 -0.329 0.0588
C 1.946 -2.560 -0.232 -0.0024
H 3.090 0.491 -0.789 -0.0008
H 2.138 -0.329 -1.826 -0.0025
H 4.961 -1.010 -0.239 0.0001
H 5.676 -3.295 0.414 0.0000
H 4.046 -5.137 0.503 -0.0001
H 1.611 -5.889 0.297 -0.0003
H -0.761 -5.236 -0.065 0.0019
H -1.318 -2.830 -0.344 0.0127
S -1.204 0.472 -1.869 0.2884
C -2.714 0.664 -1.131 0.0221
C -3.804 1.169 -1.915 0.0062
N -4.659 1.592 -2.556 0.0091
C -2.834 0.329 0.187 0.0465
S -1.446 -0.145 1.038 0.2175
C -4.091 0.357 0.880 0.0034
N -5.093 0.364 1.441 0.0186
C 4.073 3.109 -2.960 -0.0010
C 2.852 2.605 -3.395 0.0058
C 1.817 2.428 -2.489 0.0069
C 1.968 2.756 -1.135 -0.0145
C 3.200 3.268 -0.720 -0.0012
C 4.242 3.446 -1.626 0.0005
Ge 0.526 2.427 0.148 -0.0135
C -1.018 3.466 -0.359 -0.0117
C -1.015 4.298 -1.478 -0.0039
C -2.137 5.053 -1.797 0.0084
C -3.279 4.980 -1.012 -0.0047
C -3.296 4.163 0.110 0.0130
C -2.174 3.411 0.430 -0.0055
C 1.156 2.870 1.909 -0.0169
C 0.550 3.903 2.623 0.0002
C 1.017 4.244 3.886 0.0014
C 2.078 3.551 4.449 -0.0021
C 2.679 2.510 3.753 0.0045
C 2.216 2.169 2.492 0.0106
H 4.886 3.245 -3.662 0.0000
H 2.709 2.359 -4.440 0.0000
H 0.865 2.051 -2.852 -0.0036
H 3.348 3.545 0.317 -0.0002
H 5.184 3.858 -1.287 -0.0001
H -0.136 4.370 -2.107 -0.0034
H -2.119 5.702 -2.663 0.0005
H -4.158 5.553 -1.277 -0.0002
H -4.180 4.111 0.733 0.0004
H -2.200 2.778 1.312 0.0004
H -0.274 4.456 2.188 -0.0008
H 0.546 5.051 4.432 0.0000
H 2.438 3.822 5.433 -0.0001
H 3.503 1.965 4.197 0.0002
H 2.691 1.351 1.958 0.0002
```



Which one sits at the top of the stability order? *P* does.